Entry 1:
Molecular formula: C25H22MgNO7P2Se
Method: DFT, wB97M-V/def2-TZVPD

Each line ends with the Löwdin charge.
Geometry (Å):
Se 2.699 -1.726 0.743  1.398
P 0.004 0.934 3.246  0.798
P -0.501 3.004 1.024  0.806
Mg 0.723 0.339 0.443  0.481
O -0.164 -0.984 -0.816  -0.065
O 3.474 -0.210 1.024  -0.398
O 2.443 0.787 1.189  -0.350
O -0.162 1.963 -0.035  -0.340
O 1.907 -0.878 -1.178  -0.259
O -0.176 -0.084 2.118  -0.370
O 3.865 -2.681 0.248  -0.420
N 0.713 -1.055 -1.669  -0.068
C 0.377 2.587 2.576  -0.268
C -4.196 4.033 2.338  -0.059
C -4.940 2.910 1.999  -0.055
C 2.038 1.407 5.083  -0.065
C -3.781 1.132 5.761  -0.057
C -2.849 4.091 2.022  -0.062
C 0.239 5.645 1.485  -0.088
C -4.345 1.846 1.338  -0.056
C 0.858 7.138 -0.288  -0.053
C 0.271 4.864 -0.804  -0.049
C 3.429 -0.347 5.955  -0.052
C 1.698 -0.876 4.376  -0.076
C -2.443 0.057 4.079  -0.062
C 0.642 6.900 1.064  -0.060
C 1.352 0.473 4.312  -0.278
C -1.486 1.060 4.211  -0.281
C 0.675 6.124 -1.218  -0.052
C -2.827 2.134 5.896  -0.061
C -3.590 0.096 4.859  -0.057
C 0.045 4.626 0.551  -0.279
C -2.994 1.892 1.027  -0.062
C -1.678 2.098 5.124  -0.073
C 2.737 -1.283 5.199  -0.057
C -2.243 3.012 1.377  -0.276
C 3.078 0.995 5.902  -0.054
H -4.933 0.980 1.061  0.115
H -4.669 4.869 2.836  0.113
H 1.139 -1.603 3.800  0.107
H -0.932 2.875 5.252  0.104
H -2.977 2.938 6.605  0.113
H 0.852 6.313 -2.268  0.115
H 0.794 7.690 1.787  0.113
H 0.084 5.470 2.544  0.101
H 3.619 1.721 6.494  0.114
H 1.782 2.459 5.041  0.107
H -2.290 -0.741 3.363  0.112
H -2.281 4.981 2.265  0.102
H 0.136 4.069 -1.526  0.114
H 0.176 3.348 3.332  0.065
H 1.449 2.598 2.345  0.087
H 4.245 -0.665 6.592  0.115
H -5.994 2.871 2.239  0.114
H -2.526 1.066 0.508  0.111
H -4.334 -0.683 4.759  0.114
H 3.006 -2.330 5.255  0.114
H 1.177 8.118 -0.616  0.115
H -4.677 1.160 6.367  0.113

total energy = -4831.3125 a.u.
orbital gap = 7.56 eV
net charge = +1
lowest unoccupied orbital energy = -4.71 eV
maximum force = 1.1 eV/A
multiplicity = 1


Entry 2:
Molecular formula: C25H22N2O4OsSSbSe4
Method: DFT, wB97M-V/def2-TZVPD

Each line ends with the Löwdin charge.
Geometry (Å):
Os -0.374 -0.883 0.572  1.119
Sb -2.096 -3.784 -3.775  -0.074
Se -4.428 -4.111 -4.318  -0.258
Se -0.471 -4.309 -5.491  -0.273
Se -1.809 -1.251 -3.085  0.028
Se -1.034 -2.294 -1.134  0.179
S 0.240 -3.628 1.834  0.562
O 0.820 -4.205 3.024  -0.295
O -1.620 0.683 -0.077  -0.230
O 0.319 0.898 -1.068  -0.055
O -1.180 -3.372 1.890  -0.367
N 0.986 -2.220 1.407  -0.310
N 0.496 0.337 2.147  -0.029
C -0.412 -5.662 0.193  -0.072
C 1.652 -5.166 -1.607  -0.071
C 2.170 1.807 3.797  -0.003
C 1.056 2.372 3.250  -0.042
C -2.174 6.818 -2.231  -0.056
C 1.567 -4.422 -0.440  -0.099
C 0.524 -4.666 0.441  -0.356
C 3.772 -1.548 3.824  -0.062
C -2.481 3.080 -1.569  -0.182
C 2.915 -2.250 2.951  -0.014
C 1.611 -0.255 2.683  -0.149
C 1.266 3.483 -0.824  -0.036
C 1.851 -1.621 2.356  -0.260
C 0.709 -6.146 -1.878  -0.085
C -0.800 1.365 -0.799  -0.652
C 2.473 0.449 3.539  -0.154
C -1.163 2.759 -1.212  -0.047
C -1.826 5.400 -1.866  -0.270
C -3.583 2.054 -1.636  -0.034
C -0.531 5.060 -1.503  -0.020
C -0.307 -6.410 -0.968  -0.073
C 3.580 -0.226 4.106  -0.046
C -2.782 4.397 -1.901  -0.013
C -0.173 3.754 -1.188  -0.187
C 0.223 1.587 2.430  -0.108
H 1.817 4.423 -0.785  0.072
H -3.252 6.977 -2.215  0.071
H -1.234 -5.813 0.880  0.119
H 0.794 3.406 3.428  0.108
H 2.832 2.384 4.432  0.118
H 4.256 0.316 4.755  0.108
H -3.774 1.611 -0.662  0.081
H -3.800 4.642 -2.186  0.111
H 0.742 -6.674 -2.821  0.102
H 2.424 -4.945 -2.332  0.110
H 3.089 -3.296 2.748  0.112
H -1.046 -7.170 -1.186  0.109
H 2.268 -3.624 -0.237  0.108
H -1.711 7.527 -1.542  0.075
H -1.816 7.059 -3.235  0.081
H -3.323 1.232 -2.303  0.041
H 1.356 2.990 0.145  0.066
H -4.499 2.518 -2.002  0.075
H 4.606 -2.076 4.269  0.106
H -0.684 1.989 1.993  0.121
H 1.735 2.819 -1.548  0.085
H 0.231 5.832 -1.469  0.112

total energy = -11711.3175 a.u.
orbital gap (alpha / beta) = 5.45 / 5.09 eV
net charge = -1
lowest unoccupied orbital energy (alpha / beta) = 1.28 / 0.80 eV
maximum force = 0.8 eV/A
multiplicity = 5
energy relative to the best compared isomer or geometry (same formula, charge and spin) = 96.0 kJ/mol
expectation value of S² = 6.035


Entry 3:
Molecular formula: C25H22N5O2Rb
Method: DFT, wB97M-V/def2-TZVPD

Each line ends with the Löwdin charge.
Geometry (Å):
Rb 0.005 0.723 0.255  0.916
O -1.956 -1.125 0.761  -0.230
O 2.168 0.322 2.008  -0.192
N 0.102 5.417 -2.572  0.011
N -0.280 -0.193 3.002  -0.059
N -0.185 5.661 -5.016  0.022
N -0.027 3.305 -1.299  0.016
N 0.738 0.229 3.855  0.012
C 0.011 4.275 -1.946  -0.443
C 4.219 1.243 3.607  -0.036
C 0.314 -0.957 -2.743  -0.044
C 0.395 -2.007 -1.832  -0.288
C 1.540 -2.126 -1.051  -0.028
C 5.058 1.904 5.763  -0.134
C -2.807 -1.346 1.676  -0.427
C 3.810 1.630 6.314  -0.115
C -5.072 -2.113 2.308  -0.154
C -3.550 -1.442 4.014  -0.103
C 3.776 -1.308 -0.242  -0.046
C -4.117 -1.841 1.356  -0.052
C 1.872 0.460 3.229  -0.541
C 2.968 0.966 4.149  -0.135
C -0.065 5.488 -3.871  -0.487
C -1.296 -0.639 3.635  -0.141
C 1.217 1.133 -3.824  -0.043
C 2.581 -1.204 -1.148  -0.284
C -0.758 -2.955 -1.646  -0.045
C 1.338 -0.023 -2.870  -0.294
C -4.801 -1.920 3.667  -0.164
C 2.463 -0.163 -2.062  -0.039
C 2.776 1.166 5.515  -0.047
C 5.257 1.708 4.404  -0.110
C -2.552 -1.140 3.082  -0.153
H 3.525 -0.866 0.728  0.058
H -4.330 -1.990 0.302  0.092
H 0.862 2.020 -3.297  0.049
H -5.546 -2.133 4.425  0.068
H 6.224 1.922 3.961  0.087
H 2.182 1.376 -4.273  0.077
H -1.336 -3.055 -2.567  0.073
H 4.057 -2.351 -0.083  0.074
H 1.799 0.948 5.926  0.095
H -1.416 -2.567 -0.860  0.061
H 5.865 2.269 6.389  0.082
H 1.608 -2.930 -0.327  0.125
H -0.407 -3.944 -1.345  0.074
H 3.645 1.783 7.376  0.086
H 4.633 -0.775 -0.657  0.073
H 0.509 0.913 -4.624  0.076
H -0.579 -0.852 -3.351  0.119
H -1.242 -0.644 4.732  0.098
H 4.347 1.089 2.543  0.104
H 3.255 0.577 -2.132  0.120
H -3.318 -1.282 5.064  0.090
H -6.046 -2.482 1.998  0.079

total energy = -1414.3237 a.u.
orbital gap = 5.42 eV
net charge = -2
lowest unoccupied orbital energy = 3.94 eV
maximum force = 0.1 eV/A
multiplicity = 1
energy relative to the best compared isomer or geometry (same formula, charge and spin) = 0.0 kJ/mol